A cluster of 2 separate species, C26H33BO2S in total, computed with ωB97M-V with the def2-TZVPD basis set.

Computed properties:
* HOMO-LUMO gap: 2.18 eV
* spin multiplicity: 1
* E: -43101.9065 eV

The geometry in XYZ format:
```
63
Properties=species:S:1:pos:R:3:forces:R:3
C -1.92168 -6.85400 1.21941 -0.3 -0.2 0.0
C -1.23027 -5.55987 1.30013 1.1 0.7 0.9
C -0.23435 -5.21559 2.19977 -0.6 0.2 -0.9
C 0.27914 -3.89672 1.95086 -0.5 -0.5 -0.7
C -0.32665 -3.26795 0.87882 0.7 -0.8 1.0
B 0.01477 -1.79970 0.28868 1.2 -3.6 -0.5
C 1.15537 -2.07494 -0.88384 -1.1 0.8 0.8
C 2.50396 -2.13331 -0.55502 1.1 0.0 -1.2
C 3.47752 -2.27563 -1.57376 -0.4 0.1 0.3
C 3.08103 -2.37721 -2.91743 -0.2 -0.2 0.3
C 1.71265 -2.40560 -3.22398 -0.3 0.1 0.3
C 0.75053 -2.25548 -2.19767 1.1 0.0 -1.2
O -1.23693 -1.28973 -0.16867 -0.4 1.9 -0.3
C -1.66703 -0.41659 0.86136 0.3 0.1 -0.1
C -2.52071 0.65336 0.17977 -0.1 0.2 0.4
C -2.51135 -1.19425 1.87548 -0.1 0.2 0.2
C -0.26567 0.07105 1.51649 -0.4 -0.6 -0.4
C 0.39644 1.12688 0.64191 0.1 0.9 -0.1
C -0.32587 0.52304 2.97287 -0.2 0.2 -0.1
O 0.53975 -1.08515 1.42513 -0.3 1.7 0.5
S -1.55639 -4.26648 0.20702 0.5 -0.2 0.3
H -1.54200 -7.47457 2.03023 -0.2 -0.3 -0.1
H -2.99768 -6.71234 1.32257 -0.1 -0.3 0.0
H -1.72298 -7.32676 0.25622 -0.1 -0.2 0.1
H 0.11671 -5.88714 2.98489 -0.1 0.1 -0.2
H 1.11000 -3.47009 2.50087 -0.2 0.1 0.0
H 2.83497 -2.05185 0.47684 -0.2 0.1 0.0
H 4.54534 -2.30770 -1.30731 -0.5 0.0 -0.2
H 3.82862 -2.48557 -3.70764 -0.2 0.0 0.2
H 1.38074 -2.54627 -4.26337 0.2 0.1 0.5
H -0.30472 -2.26354 -2.45662 0.0 0.0 0.1
H -2.80793 1.43473 0.89542 0.0 0.0 -0.1
H -1.99974 1.10709 -0.66983 0.0 -0.1 0.1
H -3.43649 0.18217 -0.20334 0.2 0.1 0.1
H -2.93292 -0.50554 2.62382 0.0 -0.2 -0.1
H -3.33733 -1.68676 1.34763 0.2 0.1 0.1
H -1.91870 -1.96933 2.37862 -0.1 0.2 -0.1
H -0.04583 2.12529 0.77101 -0.1 -0.4 0.1
H 1.47124 1.21242 0.88250 -0.5 -0.4 0.2
H 0.33400 0.87311 -0.43726 0.0 -0.2 0.3
H -0.93351 1.43394 3.07107 0.0 -0.2 0.1
H -0.74906 -0.26574 3.60380 0.1 0.2 -0.2
H 0.68159 0.74503 3.34974 -0.1 -0.1 -0.2
C 0.80969 2.97561 -3.08839 -0.4 -1.0 -0.6
C 0.95379 3.00647 -1.61435 1.8 3.8 0.1
C 2.35307 2.72938 -1.15959 0.0 -1.2 0.0
C 0.20131 4.01204 -0.90260 0.0 0.4 -0.3
C 0.57430 4.46695 0.39671 -0.5 -0.4 0.2
C -0.19046 5.42551 1.05490 0.3 0.0 -0.1
C -1.26586 6.04886 0.40350 0.4 0.1 -0.4
C -1.47572 5.79092 -0.96185 0.1 0.0 -0.1
C -0.75018 4.79828 -1.61633 -0.6 -0.3 0.8
H -0.22040 2.84772 -3.42558 0.1 -0.1 0.0
H 1.15863 3.94891 -3.49537 -0.1 -0.4 0.5
H 1.45349 2.20731 -3.52081 -0.3 0.0 0.0
H 2.45103 2.39990 -0.11970 0.0 0.1 -0.4
H 2.78506 1.98280 -1.83565 0.1 0.0 0.4
H 2.95772 3.65035 -1.25908 -0.5 -0.1 -0.1
H 1.43822 4.01780 0.89053 -0.5 0.1 0.0
H 0.06680 5.72165 2.07471 -0.1 -0.2 -0.4
H -1.86033 6.81493 0.92341 0.3 -0.5 -0.3
H -2.19766 6.38813 -1.52319 0.2 -0.3 0.2
H -0.93105 4.59975 -2.66843 -0.1 0.1 0.3
```
Positions in Å, forces in eV/Å.

***

An isolated molecule of CH2S3, computed with ωB97M-V with the def2-TZVPD basis set.

Computed properties:
* HOMO-LUMO gap: 7.71 eV
* spin multiplicity: 1
* E: -33573.4233 eV
* SMILES: S=C(S)S

The geometry in XYZ format:
```
6
Properties=species:S:1:pos:R:3:forces:R:3
S 3.77329 0.12874 -0.01305 -4.7 -0.9 0.6
C 1.89102 -0.03694 0.07638 4.7 -0.4 -0.7
S 1.23749 1.52392 0.04286 -1.6 -0.3 -0.3
S 1.04954 -1.60036 0.03443 0.1 1.9 -0.3
H -0.11049 1.22144 -0.20520 1.1 0.2 0.4
H -0.11012 -1.04727 -0.45029 0.5 -0.5 0.4
```
Positions in Å, forces in eV/Å.

***

| no. | highest occupied orbital energy (hartree) |
| --- | --- |
| 1 | -0.224 |
| 2 | -0.319 |